(1)
Here is 11 unconnected molecules or ions with the total composition C57H65Cl2N10O2P from the Open Molecules 2025 dataset. Energies are from ωB97M-V/def2-TZVPD.

```
! RIJCOSX wB97M-V def2-TZVPD def2/J DEFGRID3
* xyz -2 1
C -0.64386 -0.20756 -2.05914
C -0.32752 1.28447 -1.96563
C 1.02923 1.58109 -1.33143
Cl 0.75150 2.23573 0.38928
P 2.27296 2.76279 -2.36517
C 0.86382 4.06990 -2.69103
C 1.39971 5.35181 -3.32919
C 2.46786 6.05598 -2.49154
Cl 1.83327 7.60627 -1.76185
C 1.82131 1.65452 -3.93173
O 1.97888 0.41620 -3.73834
O 1.39832 2.21708 -4.96515
H -1.58015 -0.39453 -2.59740
H -0.71595 -0.66030 -1.06238
H 0.16835 -0.69727 -2.60128
H -1.10798 1.79704 -1.39135
H -0.33382 1.70956 -2.97074
H 1.56730 0.65508 -1.12918
H 3.37248 1.83511 -2.04508
H 2.60465 3.51157 -1.12444
H 3.23616 3.61609 -3.14037
H 0.10224 3.66993 -3.36108
H 0.40545 4.31590 -1.72152
H 1.82444 5.11042 -4.30719
H 0.57794 6.06001 -3.49655
H 3.34583 6.35288 -3.05889
H 2.77940 5.45302 -1.64282
N -0.23758 11.00325 0.65251
C -0.14139 9.84652 -0.00309
C -1.16986 8.91560 -0.07214
C -2.35972 9.19592 0.57568
C -2.47439 10.39579 1.26335
C -1.38972 11.25857 1.26890
H 0.80066 9.63754 -0.49417
H -1.01613 7.99381 -0.61709
H -3.18014 8.48988 0.55070
H -3.38292 10.65835 1.78978
H -1.44689 12.20433 1.79952
N 4.18966 -3.66419 -2.16110
C 5.52226 -3.64437 -2.14378
C 6.27663 -2.54073 -2.51055
C 5.61429 -1.38607 -2.90611
C 4.22904 -1.37739 -2.92802
C 3.57330 -2.54426 -2.55300
H 6.01071 -4.55935 -1.81608
H 7.35834 -2.58344 -2.46527
H 6.16318 -0.49112 -3.17118
H 3.64524 -0.49641 -3.20263
H 2.48884 -2.56268 -2.55444
N 5.35481 0.85243 0.02999
C 6.54125 1.16595 0.54002
C 7.24664 0.33019 1.39637
C 6.68973 -0.89977 1.72183
C 5.45010 -1.23380 1.20134
C 4.82109 -0.31111 0.37435
H 6.94989 2.12728 0.24051
H 8.20989 0.63301 1.78872
H 7.21885 -1.58116 2.37896
H 4.98474 -2.18652 1.40975
H 3.85590 -0.52903 -0.06910
N -3.08104 1.28129 3.01902
C -2.50384 1.22432 1.81785
C -3.00492 0.45956 0.77003
C -4.15668 -0.27810 0.97560
C -4.77046 -0.22527 2.21914
C -4.19090 0.56618 3.19912
H -1.59808 1.79574 1.64712
H -2.48272 0.44771 -0.17771
H -4.57401 -0.88973 0.18430
H -5.67106 -0.79323 2.41470
H -4.64284 0.63129 4.18491
N 7.07711 -0.21033 5.64559
C 6.05226 0.16489 4.88201
C 5.72919 1.48991 4.61968
C 6.51472 2.48271 5.17988
C 7.58756 2.10672 5.97582
C 7.82186 0.75640 6.17862
H 5.46754 -0.63201 4.43706
H 4.89057 1.73016 3.98011
H 6.29693 3.52611 4.99223
H 8.23250 2.84583 6.43300
H 8.65393 0.43157 6.79577
N 3.54844 6.72082 2.74275
C 2.73824 5.81996 2.18615
C 3.12226 4.52484 1.86152
C 4.43134 4.15041 2.11720
C 5.28855 5.07625 2.69597
C 4.79969 6.34053 2.98703
H 1.72649 6.15127 1.98038
H 2.42340 3.82658 1.41979
H 4.77100 3.15476 1.85566
H 6.32182 4.83217 2.91208
H 5.44598 7.08747 3.43970
N -7.41286 -2.12370 1.02319
C -7.64822 -3.35418 0.57293
C -8.44531 -3.62127 -0.53063
C -9.03144 -2.55869 -1.20007
C -8.79794 -1.27406 -0.73501
C -7.98072 -1.11029 0.37523
H -7.16756 -4.16315 1.11367
H -8.60012 -4.64094 -0.86018
H -9.65133 -2.73870 -2.06925
H -9.22590 -0.41124 -1.22717
H -7.75855 -0.11871 0.75610
N 5.13512 -4.49841 1.92118
C 4.35681 -5.32346 1.22715
C 4.74907 -6.59767 0.84119
C 6.01414 -7.03563 1.19543
C 6.83598 -6.18148 1.91491
C 6.35157 -4.92551 2.24815
H 3.38188 -4.94016 0.94964
H 4.07787 -7.21938 0.26498
H 6.35847 -8.02112 0.90720
H 7.83620 -6.47396 2.20579
H 6.97076 -4.22652 2.80091
N -9.46457 -4.72761 -3.90730
C -10.17023 -5.04508 -4.98992
C -9.60656 -5.55490 -6.14994
C -8.23372 -5.74536 -6.18941
C -7.48752 -5.41801 -5.06931
C -8.14780 -4.91383 -3.95853
H -11.24081 -4.88117 -4.92707
H -10.23191 -5.79198 -6.99999
H -7.75404 -6.13681 -7.07710
H -6.41358 -5.54196 -5.05167
H -7.59377 -4.64359 -3.06645
N -7.08462 -6.78851 1.89094
C -6.72914 -7.78009 1.07872
C -7.62457 -8.71047 0.57006
C -8.95997 -8.60573 0.92593
C -9.34147 -7.57722 1.77292
C -8.36818 -6.69806 2.22490
H -5.67725 -7.83014 0.81980
H -7.27800 -9.49319 -0.09095
H -9.69005 -9.30978 0.54760
H -10.37195 -7.45027 2.07576
H -8.63111 -5.87458 2.88030
*
```

Properties
orbital gap = 2.7055 eV



(2)
Here is a single C4H6N2 molecule from the Open Molecules 2025 dataset. Energies are from ωB97M-V/def2-TZVPD.

```
! RIJCOSX wB97M-V def2-TZVPD def2/J DEFGRID3
* xyz 0 1
N -1.11968 0.61728 1.06169
C -0.82269 0.58367 -0.41102
C 0.65768 0.71650 -0.16930
N 0.87464 -0.75099 -1.20715
C -0.30648 -0.86761 -0.32149
C 0.16639 -0.14700 0.96633
H -0.92552 1.56177 1.42211
H -1.44911 1.04349 -1.17500
H 1.50849 0.86363 -0.83126
H 1.64642 -1.31194 -0.80818
H -0.93893 -1.76205 -0.35124
H 0.70878 -0.54675 1.82452
*
```

Properties
orbital gap = 9.7649 eV



(3)
Here is a single C3H8N2 molecule from the Open Molecules 2025 dataset. Energies are from ωB97M-V/def2-TZVPD.

```
! RIJCOSX wB97M-V def2-TZVPD def2/J DEFGRID3
* xyz 0 1
C 1.44514 -0.98290 1.13804
C 0.22167 -0.50517 0.37198
N 0.58005 0.57626 -0.53614
C -0.35473 1.17547 -1.14063
N -1.69334 0.91842 -1.05480
H 1.83095 -0.14371 1.70969
H 1.14510 -1.75905 1.83709
H 2.17235 -1.41609 0.45374
H -0.27122 -1.32914 -0.16556
H -0.53919 -0.18094 1.10633
H -0.11260 1.98593 -1.82335
H -2.01069 0.10794 -0.55220
H -2.41348 1.55298 -1.34420
*
```

Properties
orbital gap = 10.0383 eV
SMILES = CC/N=C\N



Per-record HOMO energy, eV: -0.07, -8.89, -9.06
Per-record DFT total energy, a.u.: -4170.665368, -265.293468, -228.604508
Per-record maximum force, Eh/bohr: 0.0110, 0.0809, 0.0145